(1)
{"formula": "C30H34Cl2N5O6Pd", "method": "ωB97M-V/def2-TZVPD", "homo_ev": [-10.482, -10.734], "gap_ha": [0.3041, 0.1897], "largest_force_ev_per_a": 0.75, "total_energy_ha": -2936.7618, "e_above_lowest_kj_mol": 0.0, "total_charge": 1, "multiplicity": 5, "s_squared": 6.043, "elements": ["Pd", "N", "N", "C", "O", "O", "H", "H", "H", "Cl", "C", "C", "C", "C", "C", "Cl", "C", "N", "C", "C", "C", "C", "C", "C", "C", "C", "O", "O", "H", "H", "H", "H", "H", "H", "H", "H", "H", "H", "C", "C", "C", "C", "O", "H", "H", "H", "H", "H", "H", "H", "H", "H", "C", "N", "N", "C", "O", "C", "C", "C", "C", "C", "C", "C", "C", "C", "H", "H", "H", "H", "H", "H", "H", "H", "H", "H", "H", "H"], "positions_angstrom": [[-1.07718, 0.29562, -2.32556], [-0.73878, 1.72701, -4.11417], [-1.22275, 2.99221, -3.72817], [-1.81441, 3.08382, -2.46804], [-1.91973, 4.17316, -1.92758], [-2.26866, 1.96298, -1.97608], [0.24039, 1.76697, -4.36055], [-1.28274, 1.37556, -4.89086], [-0.63843, 3.77703, -3.95784], [4.83239, 1.10561, -0.28932], [4.37036, 0.20421, 1.10725], [5.13855, -0.89281, 1.46564], [4.72647, -1.72452, 2.49279], [3.53377, -1.48364, 3.16034], [2.78199, -0.38054, 2.81194], [1.29844, -0.05853, 3.64116], [3.19820, 0.50122, 1.80768], [2.35588, 1.57740, 1.47731], [2.71268, 2.83504, 1.20108], [3.99906, 3.33157, 1.55694], [4.33994, 4.60146, 1.20463], [3.42833, 5.39951, 0.48325], [2.15457, 4.93760, 0.16645], [1.74514, 3.67780, 0.54787], [0.36801, 3.16406, 0.29588], [0.39553, 1.87459, -0.54465], [0.15265, 0.80096, 0.06754], [0.65942, 1.97033, -1.75651], [6.04413, -1.09856, 0.91216], [5.33161, -2.57965, 2.76415], [3.18929, -2.13557, 3.95041], [1.37606, 1.30309, 1.30450], [4.67702, 2.69498, 2.11063], [5.30677, 5.00142, 1.47680], [3.71812, 6.40093, 0.19129], [1.45868, 5.57289, -0.36662], [-0.23907, 3.90467, -0.22452], [-0.12200, 2.92730, 1.24455], [-0.69560, -2.74915, -2.98759], [-1.75246, -2.21252, -3.95479], [-1.52991, -2.70124, -5.37657], [-3.16732, -2.56305, -3.45178], [-1.72126, -0.80211, -3.95181], [-0.74824, -3.83875, -2.96852], [-0.87682, -2.39805, -1.97039], [0.30585, -2.46219, -3.31398], [-1.65718, -3.78315, -5.43089], [-0.52103, -2.45742, -5.71370], [-2.24731, -2.23506, -6.05204], [-3.24763, -3.65111, -3.44588], [-3.92052, -2.15768, -4.12621], [-3.32338, -2.17413, -2.44816], [-2.29480, -1.06966, 3.85466], [-2.36907, -0.47245, 2.53767], [-2.04252, -1.15246, 1.38001], [-2.41343, -0.40133, 0.30401], [-2.23210, -0.80554, -0.88448], [-3.02792, 0.76720, 0.81401], [-2.98525, 0.67535, 2.17936], [-3.51427, 1.60356, 3.21691], [-1.29338, -2.36727, 1.35244], [0.04403, -2.32315, 0.98454], [0.76527, -3.50719, 0.92565], [0.15414, -4.71464, 1.23901], [-1.18604, -4.74649, 1.60119], [-1.91855, -3.56926, 1.64927], [-1.67655, -1.96023, 3.80499], [-3.28468, -1.34456, 4.22383], [-1.83546, -0.36806, 4.54815], [-3.40838, 1.57483, 0.21199], [-3.92194, 2.49030, 2.73825], [-2.73145, 1.91438, 3.91165], [-4.30937, 1.13299, 3.79889], [0.48226, -1.36817, 0.72473], [1.80718, -3.48730, 0.62930], [0.72085, -5.63591, 1.19365], [-1.66469, -5.68860, 1.83433], [-2.97077, -3.57789, 1.90655]], "forces_ev_per_angstrom": [[-0.2, 0.4, -0.6], [0.1, -0.1, 0.1], [-0.1, -0.1, -0.1], [-0.1, 0.0, 0.4], [0.0, -0.2, -0.1], [0.0, 0.3, 0.0], [0.1, 0.1, 0.1], [0.0, 0.0, -0.2], [0.1, 0.1, 0.0], [0.0, -0.1, -0.1], [0.0, -0.1, 0.0], [0.0, 0.0, 0.0], [0.0, 0.0, 0.0], [0.0, 0.0, 0.0], [0.0, 0.1, 0.0], [0.0, 0.0, 0.0], [0.0, 0.1, 0.1], [0.1, 0.0, 0.0], [0.0, -0.1, 0.1], [0.0, 0.1, 0.0], [0.0, 0.1, 0.0], [0.1, 0.0, 0.0], [-0.1, 0.0, 0.0], [0.1, 0.0, 0.1], [0.0, 0.0, 0.0], [0.0, 0.1, 0.0], [0.1, -0.1, 0.2], [-0.1, -0.1, 0.1], [0.0, 0.0, 0.0], [0.0, 0.0, 0.0], [0.0, 0.0, 0.0], [-0.2, -0.2, -0.2], [0.0, 0.1, 0.0], [0.0, 0.0, 0.0], [0.0, 0.0, 0.0], [0.0, 0.0, 0.0], [0.0, 0.0, -0.1], [0.0, 0.0, 0.0], [-0.1, -0.1, 0.0], [0.2, 0.2, 0.1], [0.0, 0.0, -0.1], [-0.1, 0.0, 0.0], [-0.3, -0.4, 0.1], [0.0, 0.0, 0.0], [0.0, 0.0, 0.0], [0.0, 0.0, 0.0], [0.0, 0.0, 0.0], [0.0, 0.0, 0.0], [0.0, 0.0, 0.0], [0.0, 0.0, 0.0], [0.0, 0.0, 0.0], [0.0, 0.0, 0.0], [-0.1, 0.0, -0.1], [0.2, 0.0, 0.0], [-0.1, -0.1, 0.1], [-0.1, 0.1, -0.1], [0.3, -0.3, 0.3], [0.0, 0.0, 0.0], [0.0, 0.0, 0.1], [0.0, 0.0, 0.0], [0.0, 0.1, 0.0], [0.0, 0.0, 0.0], [0.0, 0.0, 0.0], [0.0, 0.0, 0.0], [0.0, 0.0, 0.0], [0.0, 0.0, 0.0], [0.0, 0.0, 0.0], [0.0, 0.0, 0.0], [0.0, 0.0, 0.0], [0.0, 0.0, 0.0], [0.0, 0.0, 0.0], [0.0, 0.0, 0.0], [0.0, 0.0, 0.0], [0.0, 0.0, 0.0], [0.0, 0.0, 0.0], [0.0, 0.0, 0.0], [0.0, 0.0, 0.0], [0.0, 0.0, 0.0]]}

(2)
{"formula": "C30H34N2O5", "method": "ωB97M-V/def2-TZVPD", "homo_ev": -4.439, "gap_ha": 0.1140, "largest_force_ev_per_a": 2.54, "total_energy_ha": -1649.0342, "e_above_lowest_kj_mol": 562.1, "elements": ["C", "O", "C", "C", "C", "N", "C", "C", "C", "C", "C", "C", "C", "O", "C", "C", "C", "C", "C", "O", "C", "C", "H", "H", "H", "H", "H", "H", "H", "H", "H", "H", "H", "H", "H", "H", "H", "H", "H", "H", "H", "H", "C", "C", "O", "C", "C", "C", "N", "C", "C", "C", "C", "C", "C", "C", "O", "H", "H", "H", "H", "H", "H", "H", "H", "H", "H", "H", "H", "H", "H"], "positions_angstrom": [[0.17292, -4.90101, 6.72866], [0.57922, -3.61408, 6.20444], [0.60761, -3.34080, 4.87834], [1.15316, -2.09782, 4.47549], [1.27146, -1.81079, 3.14427], [0.84135, -2.67521, 2.19211], [1.23880, -2.45240, 0.75498], [0.31758, -1.65905, -0.11496], [-0.29455, -0.49258, 0.29794], [-1.70821, -0.26421, 0.43501], [-2.68557, -1.07601, -0.20030], [-4.00915, -0.70380, -0.22069], [-4.38957, 0.51845, 0.40951], [-5.60681, 1.02208, 0.07289], [-6.08556, 2.16131, 0.83066], [-3.46664, 1.24586, 1.19514], [-2.14188, 0.88286, 1.16098], [0.33051, -1.97671, -1.56359], [1.51358, -2.73332, -2.09303], [-0.57792, -1.62212, -2.32258], [0.20583, -3.82345, 2.55910], [0.06951, -4.19227, 3.88466], [0.35321, -4.81227, 7.79965], [-0.89072, -5.08762, 6.54776], [0.77185, -5.72254, 6.31790], [1.49979, -1.39081, 5.22522], [1.74300, -0.89996, 2.76909], [2.23765, -1.98763, 0.77526], [1.33924, -3.45331, 0.32433], [0.33625, 0.25920, 0.79692], [-2.35589, -1.95472, -0.75232], [-4.76763, -1.26757, -0.75809], [-7.03554, 2.40959, 0.35562], [-6.23999, 1.87727, 1.88436], [-5.38947, 3.01406, 0.77448], [-3.76004, 2.14831, 1.74364], [-1.39152, 1.47731, 1.69531], [1.34769, -3.80255, -1.91515], [1.54908, -2.56218, -3.16865], [2.46257, -2.43212, -1.62824], [-0.15677, -4.45464, 1.74428], [-0.43856, -5.12667, 4.12928], [3.65171, 0.65466, -4.93620], [2.21695, 0.21638, -4.95197], [1.67508, 0.37390, -3.62330], [0.33324, 0.35955, -3.63918], [-0.29774, 0.84946, -2.35652], [-1.74057, 1.09178, -2.45158], [0.50409, 1.44798, -1.53334], [0.27747, 2.49813, -0.79460], [1.26987, 3.51938, -0.62968], [0.96690, 4.70741, 0.08348], [1.94059, 5.68218, 0.23850], [3.21430, 5.50061, -0.32067], [3.52540, 4.32257, -1.02504], [2.55108, 3.33908, -1.19579], [-0.33554, 0.09329, -4.61970], [4.07797, 0.40081, -5.90780], [3.71641, 1.74204, -4.81257], [4.23323, 0.17316, -4.15014], [1.63211, 0.83724, -5.64286], [2.09284, -0.83275, -5.25226], [-2.18072, 0.28766, -3.04557], [-2.17686, 1.12086, -1.44972], [-1.92078, 2.05729, -2.95843], [-0.70430, 2.66408, -0.32590], [-0.03780, 4.81171, 0.49949], [1.70730, 6.58717, 0.80868], [3.96912, 6.27641, -0.19792], [4.52994, 4.17793, -1.43291], [2.75887, 2.41394, -1.74617]], "forces_ev_per_angstrom": [[0.0, 0.2, -0.3], [0.2, 0.2, -1.0], [-0.5, -0.3, 0.4], [-0.1, -0.4, 0.6], [-0.1, -0.1, -0.5], [-0.1, -0.5, 0.3], [0.9, 0.8, -0.7], [0.0, -1.6, -2.0], [-0.6, 0.6, 1.2], [0.0, 0.9, -0.4], [0.2, 0.0, 0.1], [-0.2, 1.0, 0.6], [0.6, 0.2, -0.4], [-0.3, 0.2, 0.9], [0.2, -0.6, -0.4], [-0.8, 0.1, -0.4], [0.8, -0.8, -0.2], [-1.8, -0.6, 1.6], [0.3, -0.2, -0.1], [0.9, -0.2, 0.3], [0.4, 0.5, -0.1], [0.2, 0.3, 0.1], [-0.1, -0.1, -0.2], [0.2, 0.1, 0.0], [0.0, 0.3, 0.0], [0.0, -0.2, -0.2], [-0.2, -0.3, 0.2], [0.1, -0.3, 0.5], [0.1, 0.2, 0.2], [-0.3, -0.4, 0.4], [0.0, 0.2, 0.2], [0.2, 0.1, 0.0], [0.1, 0.1, 0.2], [0.0, 0.1, -0.3], [-0.3, -0.3, -0.1], [0.1, -0.5, -0.3], [-0.3, -0.2, -0.2], [0.2, 0.0, -0.1], [0.1, -0.1, 0.1], [-0.2, -0.1, -0.2], [0.2, 0.3, 0.2], [0.2, 0.4, -0.1], [0.1, 0.3, -0.2], [-0.3, -0.1, 0.2], [0.2, -0.1, -0.8], [-1.5, 0.2, 1.1], [0.0, -1.1, -0.8], [-0.6, 0.1, -0.1], [1.7, 1.5, -0.6], [-1.2, 0.0, 0.8], [0.4, -0.2, 0.5], [0.4, -0.5, -0.3], [0.1, 0.0, -0.1], [0.1, -0.1, 0.0], [-0.5, 0.1, 0.2], [0.5, 0.4, 0.2], [0.5, 0.2, 0.0], [0.2, 0.0, 0.0], [0.0, -0.2, 0.1], [0.0, -0.1, 0.0], [0.1, -0.3, 0.1], [0.1, 0.2, 0.0], [-0.2, 0.2, 0.1], [-0.1, 0.2, -0.3], [-0.1, -0.2, 0.2], [-0.1, 0.3, -0.5], [0.3, 0.1, -0.1], [0.2, -0.3, -0.3], [-0.1, -0.2, 0.0], [-0.3, 0.1, 0.1], [-0.2, 0.4, 0.2]]}

(3)
{"formula": "C30H35As2Cl3FeN5Si", "method": "ωB97M-V/def2-TZVPD", "homo_ev": [-12.860, -13.711], "gap_ha": [0.3073, 0.2482], "largest_force_ev_per_a": 0.28, "total_energy_ha": -8842.9702, "e_above_lowest_kj_mol": 0.0, "total_charge": 2, "multiplicity": 6, "s_squared": 8.768, "elements": ["Fe", "C", "C", "As", "C", "C", "C", "C", "C", "C", "C", "C", "C", "C", "C", "C", "As", "C", "C", "C", "C", "C", "C", "C", "C", "C", "C", "C", "C", "H", "H", "H", "H", "H", "H", "H", "H", "H", "H", "H", "H", "H", "H", "H", "H", "H", "H", "H", "H", "H", "H", "H", "H", "C", "N", "C", "C", "N", "N", "C", "N", "N", "H", "H", "H", "H", "H", "H", "H", "H", "H", "H", "H", "Cl", "Si", "Cl", "Cl"], "positions_angstrom": [[0.40872, -0.14364, -0.12619], [1.69100, -3.37919, 1.23684], [2.43629, -3.05594, -0.05791], [2.83308, -1.14167, -0.18345], [3.86245, -0.83658, 1.40916], [3.50424, 0.20427, 2.25839], [4.20241, 0.40819, 3.44087], [5.25714, -0.42915, 3.77059], [5.62269, -1.46649, 2.91938], [4.92782, -1.67187, 1.73825], [4.05372, -0.98182, -1.65815], [5.24474, -0.27990, -1.50076], [6.10297, -0.13808, -2.58229], [5.77325, -0.69287, -3.81109], [4.58252, -1.39014, -3.96589], [3.71683, -1.53176, -2.89169], [0.26927, -2.08861, 1.64707], [0.66545, -1.43810, 3.41956], [0.41182, -0.10075, 3.70729], [0.68867, 0.40308, 4.97078], [1.22607, -0.42915, 5.94207], [1.47609, -1.76565, 5.65724], [1.19139, -2.27463, 4.39887], [-1.38750, -3.05476, 1.85963], [-2.38260, -2.43788, 2.61794], [-3.64351, -3.00974, 2.69682], [-3.91591, -4.19350, 2.02054], [-2.92256, -4.81247, 1.27840], [-1.65626, -4.24386, 1.19311], [2.37299, -3.34138, 2.08660], [1.26304, -4.38014, 1.19936], [1.84722, -3.32450, -0.93646], [3.37159, -3.61360, -0.11170], [2.67568, 0.85785, 2.00493], [3.92258, 1.21731, 4.10230], [5.80299, -0.27198, 4.69134], [6.45219, -2.11177, 3.17558], [5.22607, -2.47402, 1.07282], [5.51390, 0.14062, -0.53943], [7.03398, 0.39948, -2.46192], [6.44748, -0.58562, -4.65001], [4.32851, -1.82656, -4.92256], [2.78898, -2.07767, -3.02326], [0.00143, 0.55480, 2.94489], [0.48723, 1.44214, 5.19666], [1.44522, -0.03908, 6.92711], [1.88668, -2.41527, 6.41859], [1.37471, -3.32297, 4.19475], [-2.16112, -1.53717, 3.18242], [-4.41062, -2.54380, 3.30198], [-4.89837, -4.64077, 2.08750], [-3.12557, -5.74480, 0.76847], [-0.88964, -4.74993, 0.62004], [-3.92281, 3.24589, 0.28976], [-3.29110, 1.95056, 0.54306], [-4.06808, 0.89477, 1.19105], [-2.00612, 1.71362, 0.24716], [-1.37916, 0.60671, 0.55110], [-1.35258, 2.73155, -0.42551], [-0.00545, 2.85170, -0.71392], [0.33753, 4.06540, -1.18948], [0.81830, 1.86904, -0.56010], [-4.91353, 3.23883, 0.73038], [-4.04538, 3.43510, -0.77986], [-3.36469, 4.05899, 0.75680], [-5.11084, 1.19277, 1.21156], [-3.73467, 0.73210, 2.21898], [-3.99751, -0.03936, 0.63202], [-1.97500, -0.04143, 1.05342], [-1.93349, 3.48353, -0.75601], [-0.25732, 4.86932, -1.08663], [1.27816, 4.23378, -1.50229], [1.77531, 2.13778, -0.76032], [-0.65379, -3.95890, -2.31907], [-1.09660, -2.18568, -1.41153], [-0.14152, -0.68153, -2.59654], [-3.10312, -1.83409, -1.50735]], "forces_ev_per_angstrom": [[-0.1, 0.0, 0.0], [0.0, 0.0, 0.0], [0.0, 0.0, 0.0], [-0.1, 0.0, -0.1], [0.0, 0.0, 0.0], [0.0, 0.0, 0.0], [0.0, 0.0, 0.0], [0.0, 0.0, 0.0], [0.0, 0.0, 0.0], [0.0, 0.0, 0.0], [0.1, 0.0, 0.0], [0.0, 0.0, 0.0], [0.0, 0.0, 0.0], [0.0, 0.0, 0.0], [0.0, 0.0, 0.0], [0.0, 0.0, 0.0], [0.0, -0.1, 0.0], [0.0, 0.0, 0.0], [0.0, 0.0, 0.0], [0.0, 0.0, 0.0], [0.0, 0.0, 0.0], [0.0, 0.0, 0.0], [0.0, 0.0, 0.0], [0.0, 0.1, 0.1], [0.0, -0.1, 0.0], [0.0, 0.0, 0.0], [0.0, 0.0, 0.0], [0.0, 0.0, 0.0], [0.0, 0.0, 0.0], [0.0, 0.0, 0.0], [0.0, 0.0, 0.0], [0.0, 0.0, 0.0], [0.0, 0.0, 0.0], [0.0, 0.0, 0.0], [0.0, 0.0, 0.0], [0.0, 0.0, 0.0], [0.0, 0.0, 0.0], [0.0, 0.0, 0.0], [0.0, 0.0, 0.0], [0.0, 0.0, 0.0], [0.0, 0.0, 0.0], [0.0, 0.0, 0.0], [0.0, 0.0, 0.0], [0.0, 0.0, 0.0], [0.0, 0.0, 0.0], [0.0, 0.0, 0.0], [0.0, 0.0, 0.0], [0.0, 0.0, 0.0], [0.0, 0.0, 0.0], [0.0, 0.0, 0.0], [0.0, 0.0, 0.0], [0.0, 0.0, 0.0], [0.0, 0.0, 0.0], [0.0, 0.0, 0.0], [0.0, 0.0, 0.0], [0.0, 0.0, 0.0], [0.0, 0.0, 0.0], [0.0, -0.1, 0.0], [0.0, 0.0, 0.0], [0.0, 0.0, 0.0], [0.0, 0.0, 0.0], [0.1, -0.1, 0.0], [0.0, 0.0, 0.0], [0.0, 0.0, 0.0], [0.0, 0.0, 0.0], [0.0, 0.0, 0.0], [0.0, 0.0, 0.0], [0.0, 0.0, 0.0], [0.0, 0.0, 0.0], [0.0, 0.0, 0.0], [0.0, 0.0, 0.0], [0.0, 0.0, 0.0], [0.0, 0.0, 0.0], [0.0, 0.0, 0.0], [0.2, 0.2, 0.1], [-0.1, 0.0, 0.0], [0.0, 0.0, 0.0]]}